[1]
Here is a molecular structure, C38H37Br2Cl5N2O2PRu from the Open Molecules 2025 dataset. Energies are from ωB97M-V/def2-TZVPD.

```
88
Properties=species:S:1:pos:R:3:forces:R:3
Ru 0.76569 0.38999 0.09608 0.166 0.229 0.107
C -1.63508 -0.62321 -2.95825 -0.006 0.006 -0.015
C -1.98144 0.84038 -2.70448 0.017 -0.032 -0.045
C -3.44378 1.12703 -3.03199 -0.032 -0.031 0.008
P -1.43023 1.32121 -1.00258 0.211 -0.169 0.009
C -2.03680 3.05042 -0.82753 -0.011 -0.009 -0.075
C -1.91244 3.62136 0.57964 0.026 0.001 0.024
C -1.28153 3.91705 -1.84024 0.002 0.007 -0.018
C -2.47231 0.28928 0.08594 -0.005 -0.069 -0.017
C -3.79639 0.56852 0.33698 -0.044 0.008 0.025
C -4.61400 -0.28507 1.09019 0.029 -0.029 0.019
C -6.05317 0.04096 1.33739 0.001 -0.007 0.001
C -4.05563 -1.47477 1.59321 -0.045 0.039 -0.010
C -2.74143 -1.78733 1.38588 0.035 0.047 -0.033
C -1.89479 -0.90173 0.65149 0.095 0.084 -0.032
N -0.58054 -1.12867 0.52636 -0.262 -0.402 0.124
C -0.02075 -2.36656 1.02131 -0.097 0.282 -0.181
C -0.09012 -3.51265 0.22611 -0.007 -0.090 -0.007
C -0.71544 -3.49250 -1.13897 -0.024 -0.016 0.020
C 0.45867 -4.68817 0.71777 0.034 0.007 -0.035
C 1.08754 -4.74647 1.95557 0.011 -0.029 -0.006
C 1.71761 -6.02271 2.44166 -0.004 0.006 -0.003
C 1.13831 -3.58657 2.71490 -0.030 0.027 0.055
C 0.58944 -2.38553 2.27567 0.090 -0.049 0.093
C 0.65622 -1.17787 3.17348 -0.036 -0.042 0.034
H -1.79511 -0.86862 -4.00954 -0.026 0.000 0.011
H -2.26418 -1.28626 -2.35990 0.012 0.017 -0.005
H -0.59212 -0.83409 -2.72103 0.010 0.005 0.004
H -1.35307 1.44721 -3.36003 -0.001 0.010 0.017
H -4.11969 0.57304 -2.37739 0.018 0.007 0.005
H -3.64768 0.80057 -4.05356 0.003 0.011 0.000
H -3.69215 2.18694 -2.97658 0.005 -0.006 0.011
H -3.09354 3.03151 -1.10693 -0.012 0.030 0.017
H -0.86842 3.80555 0.83641 0.017 -0.006 -0.012
H -2.33360 2.96581 1.34037 -0.018 -0.023 0.008
H -2.43693 4.57789 0.62312 0.021 -0.008 0.008
H -0.20428 3.87685 -1.65523 -0.013 0.005 0.007
H -1.59583 4.95699 -1.74292 -0.004 -0.004 0.005
H -1.46263 3.61305 -2.87221 0.001 0.014 0.023
H -4.23799 1.47377 -0.06350 0.000 -0.015 0.003
H -6.30782 1.03721 0.98043 0.006 -0.011 0.003
H -6.28566 -0.01632 2.40238 0.008 -0.001 -0.014
H -6.69966 -0.67958 0.83044 0.008 0.008 0.008
H -4.67917 -2.14606 2.17216 0.012 0.012 -0.012
H -2.31312 -2.68605 1.80903 -0.003 0.009 -0.012
H -0.30602 -2.68254 -1.73993 0.024 0.005 -0.003
H -1.79922 -3.35509 -1.08889 0.020 0.022 -0.003
H -0.52246 -4.43086 -1.65651 -0.018 0.004 0.016
H 0.40949 -5.58060 0.10265 0.000 0.017 0.015
H 1.18225 -6.89518 2.06775 0.006 0.015 0.003
H 1.73261 -6.06877 3.52997 -0.003 0.007 -0.006
H 2.75072 -6.09681 2.09429 -0.016 0.004 0.001
H 1.60467 -3.61172 3.69431 -0.007 -0.005 -0.016
H 0.68984 -1.49295 4.21578 0.036 -0.010 -0.006
H -0.19546 -0.51295 3.04604 -0.009 -0.046 0.025
H 1.56192 -0.59211 2.98446 -0.006 0.008 -0.028
Cl 4.23908 -2.03431 -6.24328 -0.001 -0.004 0.006
C 3.49761 -1.62713 -4.75311 0.020 -0.006 -0.010
C 2.78007 -0.44188 -4.62850 -0.021 0.026 0.003
Cl 2.64961 0.63054 -5.96163 0.003 -0.010 0.002
C 2.16829 -0.11976 -3.41912 -0.007 0.096 -0.057
Cl 1.35094 1.38909 -3.24681 -0.032 -0.010 0.009
C 2.24900 -0.97411 -2.31779 -0.155 -0.189 0.256
O 1.65304 -0.75557 -1.15400 0.083 0.324 -0.295
C 3.00816 -2.14678 -2.44838 0.035 -0.087 -0.018
Cl 3.16928 -3.15607 -1.06729 -0.026 0.011 -0.012
C 3.61978 -2.47545 -3.65029 0.000 -0.026 0.011
Cl 4.52281 -3.92578 -3.78085 0.002 0.006 -0.001
C 4.08166 1.25995 -0.94349 0.009 -0.001 0.004
C 3.57753 2.04600 0.22138 0.065 0.021 -0.048
C 4.42934 2.98946 0.83958 -0.013 -0.020 -0.017
C 4.02515 3.68542 1.93737 -0.009 0.008 0.012
C 2.74299 3.44470 2.47563 0.068 0.037 -0.004
C 2.22513 4.04294 3.65353 0.000 0.002 -0.006
Br 3.24333 5.32173 4.59231 0.016 0.011 0.009
C 0.99818 3.69108 4.13385 -0.038 -0.052 -0.034
C 0.21467 2.74090 3.44899 -0.017 0.130 0.159
Br -1.44715 2.23676 4.17172 -0.003 -0.011 -0.065
C 0.65544 2.17620 2.28117 -0.172 -0.213 -0.256
O -0.06481 1.30160 1.57264 0.166 0.177 0.216
C 1.93901 2.51531 1.79960 0.060 -0.034 -0.044
N 2.35000 1.83993 0.67166 -0.209 -0.012 0.027
H 5.12452 1.49604 -1.14039 -0.006 0.005 0.000
H 3.50076 1.48646 -1.83648 0.026 0.001 0.038
H 3.99961 0.19259 -0.73866 -0.006 -0.009 -0.002
H 5.41554 3.13823 0.42299 -0.012 -0.002 0.012
H 4.68023 4.40303 2.41280 -0.009 -0.010 -0.008
H 0.61791 4.13266 5.04384 -0.002 -0.005 -0.003
```
Forces are in eV/Å.

HOMO-LUMO gap (spin up / spin down) ... 7.361 / 5.786 eV
⟨S²⟩ ... 6.06
HOMO energy (spin up / spin down) ... -10.301 / -10.900 eV
Strongest force on any atom ... 0.5 eV Å⁻¹
LUMO level (spin up / spin down) ... -2.940 / -5.114 eV
Energy ... -9615.31178 a.u.
Spin multiplicity ... 5
Charge ... +1

The computed Löwdin charges, all in e, follow: 1.375, -0.113, -0.549, -0.091, 1.056, -0.539, -0.102, -0.108, -0.254, -0.033, -0.221, -0.027, -0.003, 0.042, -0.268, -0.003, -0.223, -0.228, -0.020, -0.017, -0.257, -0.038, 0.003, -0.196, -0.030, 0.096, 0.075, 0.034, 0.059, 0.074, 0.090, 0.072, 0.092, 0.074, 0.043, 0.094, 0.074, 0.089, 0.069, 0.114, 0.083, 0.094, 0.097, 0.129, 0.130, 0.052, 0.084, 0.089, 0.125, 0.082, 0.081, 0.088, 0.125, 0.090, 0.046, 0.085, 0.716, -0.705, -0.693, 0.717, -0.601, 0.761, -0.466, -0.333, -0.600, 0.782, -0.693, 0.722, -0.008, -0.271, 0.012, 0.006, -0.178, -0.615, 0.829, -0.147, -0.590, 0.840, -0.405, -0.334, -0.142, 0.066, 0.094, 0.045, 0.087, 0.123, 0.093, 0.104

[2]
Here is 2 unconnected molecules or ions with the total composition C4H8N2O in a non-equilibrium geometry from the Open Molecules 2025 dataset. Energies are from ωB97M-V/def2-TZVPD.

```
15
Properties=species:S:1:pos:R:3:forces:R:3
C -2.54892 0.30622 0.04281 -0.172 0.191 0.090
N -1.50858 -0.58093 -0.45960 -0.126 -0.196 -0.075
C 0.98691 -0.51228 0.88961 -0.331 -0.116 1.021
N 0.62610 -0.59337 1.98626 0.379 0.078 -1.047
C 1.57678 -0.39522 -0.47311 0.064 -0.254 -0.357
O 1.28085 -1.17047 -1.34431 0.190 0.298 0.439
C 2.59415 0.70322 -0.59877 0.010 0.031 -0.071
H -2.66209 1.15094 -0.64408 -0.004 -0.092 0.116
H -2.23015 0.70658 1.01097 -0.087 -0.038 -0.124
H -3.53846 -0.15918 0.17383 0.165 0.070 -0.016
H -1.75414 -0.95055 -1.37233 0.042 0.057 0.077
H -1.40859 -1.38102 0.15772 0.018 0.075 -0.093
H 3.44439 0.46829 0.05212 -0.116 0.042 -0.064
H 2.92872 0.77238 -1.63481 -0.057 -0.008 0.141
H 2.17631 1.65656 -0.26024 0.023 -0.137 -0.037
```
Forces are in eV/Å.

HOMO-LUMO gap ... 9.393 eV
HOMO energy ... -9.331 eV
Strongest force on any atom ... 1.1 eV Å⁻¹
LUMO level ... 0.062 eV
Energy ... -341.92680 a.u.
Charge ... 0
Relative energy (zero: lowest compared OMol25 entry of this formula, charge and spin) ... 48.2 kcal/mol

The computed natural (NBO) charges, all in e, follow: -0.412, -0.843, 0.186, -0.286, 0.514, -0.459, -0.703, 0.188, 0.196, 0.167, 0.358, 0.358, 0.247, 0.244, 0.244

[3]
Here is a molecular structure, C42H50FI2MoN10O4PSeSi in a non-equilibrium geometry from the Open Molecules 2025 dataset. Energies are from ωB97M-V/def2-TZVPD.

```
113
Properties=species:S:1:pos:R:3:forces:R:3
Mo 0.46275 -0.15292 1.17164 2.205 0.461 1.218
I 4.19915 2.68568 3.30944 -0.254 0.164 0.151
C 2.12755 2.89188 3.54214 0.447 -0.940 -0.593
C 1.54535 3.93898 4.24274 -0.587 0.275 0.180
C 0.17535 4.01708 4.37624 0.148 0.595 0.457
I -0.63285 5.63318 5.46754 0.146 -0.241 -0.183
C -0.68195 3.05098 3.81414 0.146 -0.296 -0.241
C -2.09125 3.03588 3.84264 0.025 -0.397 -0.239
C -2.75455 2.03068 3.17624 0.039 0.499 0.313
C -2.04965 1.04008 2.49954 0.346 -0.361 -0.244
N -0.72085 1.00968 2.45734 -1.400 0.601 0.754
C -0.05565 2.00008 3.10234 0.172 0.324 0.211
C 1.34775 1.90588 2.95024 -0.037 0.763 0.534
O 1.79965 0.90898 2.26484 0.334 0.018 0.098
H 2.17805 4.70158 4.67034 0.006 0.042 0.077
H -2.63895 3.79868 4.37524 0.012 0.089 0.015
H -3.83205 2.00068 3.16544 -0.114 -0.052 0.022
H -2.57115 0.23928 1.98914 0.103 -0.028 -0.009
C -3.87365 4.56328 -3.32336 0.162 -0.259 -0.056
C -3.98805 3.06008 -3.54696 -0.557 0.530 -0.449
C -5.45255 2.62788 -3.54936 0.194 -0.200 -0.180
C -5.54785 1.16438 -3.94886 -0.099 0.179 0.022
C -4.63685 0.33418 -3.09106 -0.380 -0.569 -0.162
C -4.88525 -1.02562 -2.95476 0.253 0.497 0.063
C -4.07555 -1.80072 -2.14186 0.478 -0.043 0.361
F -4.32385 -3.12082 -2.03786 -0.015 0.276 -0.051
C -3.03365 -1.25512 -1.42986 -0.218 -0.270 -0.217
C -2.76795 0.11378 -1.55016 -0.066 -0.128 -0.105
C -1.67665 0.69738 -0.80476 0.375 0.910 0.069
O -0.90845 -0.01552 -0.06466 -3.750 0.333 -3.760
C -1.50905 2.10428 -0.93396 0.301 -0.950 0.565
C -2.29775 2.81438 -1.78836 -0.500 -0.328 -0.354
N -3.28355 2.27248 -2.53416 0.749 0.117 0.690
C -3.56745 0.91998 -2.40196 0.400 -0.341 0.361
C -0.40565 2.82018 -0.18976 0.225 -0.054 0.170
O -0.38305 4.04318 -0.18976 -0.219 0.179 -0.226
O 0.47365 2.06778 0.35694 -0.696 -0.050 0.187
H -4.51605 5.06888 -4.04016 -0.049 -0.009 -0.023
H -2.86125 4.92178 -3.48926 0.053 0.105 0.053
H -4.19465 4.82868 -2.31806 -0.022 0.090 0.069
H -3.53835 2.81528 -4.52066 -0.093 -0.025 0.128
H -6.02125 3.25318 -4.23596 0.031 0.029 0.003
H -5.85785 2.76528 -2.54576 -0.057 0.089 0.062
H -5.27245 1.04698 -5.00226 -0.054 0.010 0.034
H -6.57175 0.80678 -3.83196 0.021 -0.038 -0.089
H -5.71375 -1.48702 -3.46716 -0.134 -0.029 -0.106
H -2.43385 -1.86242 -0.76426 -0.005 -0.032 0.093
H -2.10375 3.86888 -1.87156 -0.010 0.147 -0.061
N 1.56965 -1.39392 2.23954 2.310 -2.272 2.122
C 2.42035 -1.88502 2.88774 -2.053 1.048 -1.652
C 3.41945 -2.41032 3.63034 0.335 -0.154 0.449
C 4.13415 -3.53052 3.19124 0.088 -0.269 -0.272
N 4.73345 -4.42512 2.78604 0.156 -0.400 -0.170
C 3.80875 -1.74512 4.80494 0.021 0.161 0.170
N 4.11545 -1.19392 5.76444 0.140 0.249 0.463
C -2.79575 -4.48452 3.50314 0.372 0.695 0.083
Si -2.08195 -2.73652 3.77074 0.094 0.056 -0.208
C -0.72105 -2.70492 5.10024 -0.588 0.056 -0.502
C -3.57495 -1.59262 4.13354 0.647 -0.365 -0.024
Se -1.22465 -2.19602 1.68764 -0.265 -0.074 0.397
H -3.44055 -4.76782 4.32724 -0.167 -0.044 0.241
H -2.01415 -5.22912 3.41154 0.232 -0.123 -0.018
H -3.38085 -4.50422 2.58944 -0.138 0.035 -0.170
H -1.08075 -3.11022 6.03844 -0.154 -0.094 0.275
H -0.35995 -1.69792 5.28824 0.025 0.202 -0.028
H 0.12725 -3.30572 4.78684 0.109 -0.110 -0.152
H -4.16855 -1.97262 4.95844 -0.092 -0.131 0.240
H -4.21795 -1.55402 3.25804 -0.052 -0.044 -0.189
H -3.27965 -0.57752 4.37894 0.117 0.155 0.062
C -0.25645 -4.61102 -0.81826 0.099 0.153 -0.041
C 0.42095 -3.86622 -1.96696 -0.241 -0.036 0.201
N 1.78625 -3.46892 -1.63076 -0.092 0.077 -0.125
C 2.83515 -4.30982 -2.17966 0.380 -0.344 0.004
C 3.08015 -5.59812 -1.39886 -0.031 0.163 -0.140
C 2.04205 -2.46152 -0.76666 0.230 0.183 0.006
C 3.39175 -2.38962 -0.12386 0.027 0.097 0.087
N 1.17085 -1.53912 -0.48756 -0.658 0.063 -0.039
H -1.30565 -4.77562 -1.04486 -0.188 -0.048 -0.045
H -0.20605 -4.02702 0.09874 -0.015 -0.029 -0.018
H 0.21215 -5.57342 -0.63616 0.063 -0.103 -0.031
H -0.18195 -2.99262 -2.24396 0.096 -0.097 -0.110
H 0.47425 -4.51282 -2.84636 0.015 0.208 0.014
H 3.76275 -3.73922 -2.24496 -0.120 -0.041 -0.059
H 2.53875 -4.56762 -3.20236 0.107 0.151 0.088
H 3.38845 -5.38862 -0.37896 0.036 -0.019 0.132
H 3.86775 -6.16612 -1.88796 0.083 -0.098 0.000
H 2.18365 -6.21202 -1.37166 -0.040 -0.081 0.007
H 4.18455 -2.30972 -0.86356 0.031 -0.004 -0.075
H 3.59445 -3.27872 0.47084 -0.010 -0.061 0.042
H 3.43235 -1.51082 0.51474 0.032 -0.031 -0.070
H 0.33055 -1.63532 -1.05666 0.130 -0.103 0.161
C 3.93885 1.44228 -3.42006 0.098 0.023 -0.150
N 2.63055 2.04598 -3.23466 -0.110 0.106 -0.574
C 2.81295 3.44888 -2.89306 0.011 0.068 -0.080
N 3.64655 3.64908 -1.72496 0.237 0.511 -0.243
C 4.93235 3.01768 -1.95636 0.089 0.037 -0.109
N 4.81595 1.60568 -2.27856 0.590 0.001 -0.341
C 4.34655 0.84918 -1.14096 -0.405 -0.208 0.339
P 2.62805 1.34008 -0.51126 1.029 -0.128 -0.898
C 1.85405 1.35618 -2.22736 -0.139 -0.213 0.314
C 3.01435 3.18618 -0.51046 -0.313 -0.292 0.428
H 4.41505 1.91938 -4.28216 -0.037 -0.029 -0.005
H 3.81725 0.37468 -3.63366 0.011 0.066 0.014
H 1.83555 3.90768 -2.72656 0.010 0.018 0.026
H 3.29735 3.93508 -3.74426 -0.038 0.057 0.000
H 5.55615 3.12428 -1.06496 -0.020 0.044 -0.049
H 5.42355 3.51938 -2.79846 -0.045 -0.007 0.096
H 5.06735 0.96678 -0.32536 -0.077 -0.102 0.060
H 4.33515 -0.20412 -1.42916 0.008 -0.052 0.111
H 0.88215 1.85738 -2.16096 0.028 -0.171 0.009
H 1.68695 0.32748 -2.57406 -0.041 0.052 0.173
H 3.67685 3.41118 0.32974 -0.137 -0.036 0.047
H 2.07305 3.72278 -0.36936 0.126 -0.004 0.115
```
Forces are in eV/Å.

HOMO-LUMO gap (spin up / spin down) ... 5.943 / 5.791 eV
⟨S²⟩ ... 2.03
HOMO energy (spin up / spin down) ... -7.167 / -7.425 eV
Strongest force on any atom ... 5.3 eV Å⁻¹
LUMO level (spin up / spin down) ... -1.224 / -1.634 eV
Energy ... -6274.81740 a.u.
Spin multiplicity ... 3
Charge ... 0
Relative energy (zero: lowest compared OMol25 entry of this formula, charge and spin) ... 57.2 kcal/mol

These are the Löwdin partial charges, in e, on atoms 1 to 99: 1.565, 0.951, -0.601, -0.201, -0.640, 0.887, -0.200, -0.010, -0.033, -0.135, -0.026, -0.141, -0.432, -0.336, 0.085, 0.070, 0.113, 0.071, -0.039, -0.303, -0.138, -0.129, -0.128, 0.066, -0.242, 0.076, 0.068, -0.029, -0.213, -0.379, -0.018, 0.062, 0.038, -0.059, -0.600, 0.062, -0.248, 0.089, 0.086, 0.100, 0.166, 0.124, 0.137, 0.132, 0.125, 0.135, 0.060, 0.132, -0.069, -0.129, -0.268, -0.247, 0.135, -0.236, 0.145, -0.229, 0.241, -0.211, -0.221, 0.487, 0.022, 0.023, 0.017, 0.022, 0.023, 0.020, 0.023, 0.023, 0.001, -0.080, -0.189, -0.076, -0.208, -0.054, -0.382, -0.006, 0.009, 0.076, -0.026, 0.064, 0.105, 0.120, 0.110, 0.118, 0.070, 0.079, 0.063, 0.080, 0.072, 0.064, 0.043, -0.203, -0.159, -0.190, -0.152, -0.193, -0.165, -0.321, 1.060

[4]
Here is 2 unconnected molecules or ions with the total composition C2H6NO2 in a non-equilibrium geometry from the Open Molecules 2025 dataset. Energies are from ωB97M-V/def2-TZVPD.

```
11
Properties=species:S:1:pos:R:3:forces:R:3
C -2.40713 0.50924 0.08243 -1.019 -1.353 0.183
N -1.54466 -0.25300 -0.45078 0.921 -0.096 0.897
H -2.21746 1.00843 1.02712 0.499 0.839 -0.568
H -3.42799 0.42621 -0.27927 -0.034 0.154 0.157
H -1.79252 -1.07334 -0.99679 -0.230 0.592 -0.768
H -0.53140 -0.19067 -0.16080 -0.479 -0.147 0.021
O 0.98669 -0.05229 0.18330 0.455 -0.022 0.199
C 2.15258 0.21206 -0.01333 -0.569 -0.026 0.089
O 3.11678 -0.70005 -0.03054 0.416 0.616 0.350
H 2.46195 1.24537 -0.19478 0.243 -0.096 -0.329
H 3.20315 -1.13197 0.83344 -0.203 -0.460 -0.231
```
Forces are in eV/Å.

HOMO-LUMO gap ... 10.383 eV
HOMO energy ... -15.669 eV
Strongest force on any atom ... 1.7 eV Å⁻¹
LUMO level ... -5.287 eV
Energy ... -284.75472 a.u.
Charge ... +1
Relative energy (zero: lowest compared OMol25 entry of this formula, charge and spin) ... 30.8 kcal/mol

The computed natural (NBO) charges, all in e, follow: 0.148, -0.578, 0.238, 0.222, 0.441, 0.468, -0.654, 0.721, -0.677, 0.147, 0.524